--- one ---
C3H6N3O | the ωB97M-V functional and the def2-TZVPD basis

Geometry as ORCA input:
```
! RIJCOSX wB97M-V def2-TZVPD def2/J DEFGRID3
* xyz 1 1
H 0.23 2.67 0.07
H 1.45 0.54 -0.38
C -1.41 -0.09 0.37
C 2.07 -1.54 0.29
C -0.30 1.77 0.04
N 0.52 0.69 -0.58
O 3.03 -2.01 0.61
H 0.44 -1.26 -0.30
N -0.31 -0.51 -0.59
H -0.68 -0.60 -1.55
H -1.23 -0.57 1.44
H -2.39 -0.43 0.09
N -1.42 1.34 0.49
*
```

Computed properties:
* LUMO energy: -4.049 eV
* HOMO level: -14.71 eV
* orbital gap: 10.6568 eV

Results of the Löwdin charge analysis, in e, for atoms 1 through 6: H 0.12; H 0.06; C -0.15; C 0.10; C -0.05; N 0.03

---

--- two ---
C3H6N3O | the ωB97M-V functional and the def2-TZVPD basis

Geometry as ORCA input:
```
! RIJCOSX wB97M-V def2-TZVPD def2/J DEFGRID3
* xyz 1 1
H 0.02 2.53 -1.55
O -0.24 1.73 -1.09
H 3.50 0.20 -0.04
C -1.07 -0.80 1.42
N 1.87 0.78 -0.83
H -1.14 -1.59 2.27
C -0.69 -1.07 0.03
H -0.30 -1.70 -0.73
C 0.68 0.87 -0.74
N -1.93 -0.85 0.26
H -2.70 -0.25 -0.04
N 2.83 -0.01 -0.84
H -0.83 0.15 1.88
*
```

Computed properties:
* LUMO energy: -5.786 eV
* HOMO level: -13.69 eV
* orbital gap: 7.9010 eV

Results of the Löwdin charge analysis, in e, for atoms 1 through 6: H 0.13; O 0.10; H 0.12; C -0.07; N 0.00; H 0.16

---

Q: Which of them is the most stable? A: one.